Computed, not measured: C25H41Cl5FeSi4Te as an isolated structure in a non-equilibrium geometry, with wB97M-V/def2-TZVPD.

Each line ends with the Mulliken charge.
CARTESIAN COORDINATES (ANGSTROEM)
Fe: -0.208705 -1.019719 -0.898994  1.124
Te: -2.688499 -1.150666 -0.352083  -0.161
C: -3.445155 -0.835337 1.605874  -0.106
C: -3.139570 -1.669534 2.678236  -0.005
C: -3.702385 -1.460024 3.928749  -0.592
C: -4.584152 -0.407714 4.131562  -0.415
C: -4.906176 0.423203 3.067173  -0.669
C: -4.346179 0.205482 1.818118  -0.284
H: -2.456725 -2.498691 2.533542  0.291
H: -3.457404 -2.123013 4.750018  0.376
H: -5.016766 -0.237543 5.109793  0.365
H: -5.597544 1.245256 3.209518  0.366
H: -4.613071 0.848116 0.987565  0.368
Cl: -1.532483 -1.101498 -3.500420  -0.155
C: -1.053925 -2.705467 -2.998328  1.057
C: 0.138084 -2.780879 -2.274790  -1.065
C: 0.603357 -4.084712 -2.127610  0.687
Cl: 2.193787 -4.338042 -1.463503  -0.193
C: -0.101113 -5.212138 -2.545043  -0.176
Cl: 0.553325 -6.802312 -2.367342  -0.202
C: -1.358917 -5.063708 -3.129423  0.466
Cl: -2.281587 -6.440548 -3.597698  -0.217
C: -1.842741 -3.782971 -3.375481  -0.456
Cl: -3.391121 -3.557014 -4.102157  -0.190
C: 3.467331 3.421062 -1.895213  -1.028
Si: 2.614799 1.744287 -2.194904  0.588
C: 3.966613 0.429419 -1.987522  -1.054
C: 2.099417 1.737405 -4.021836  -1.110
Si: 0.792846 1.271933 -0.772077  -0.164
Si: 1.612614 1.693115 1.408917  0.217
C: 2.001540 3.497391 1.880267  -1.141
C: 3.247545 0.797945 1.813845  -1.381
C: 0.277518 1.091807 2.629239  -0.830
Si: -0.785534 3.003424 -1.127369  0.475
C: -0.128942 4.789938 -1.040868  -1.031
C: -2.228108 2.942881 0.097627  -0.738
C: -1.488882 2.849087 -2.886201  -0.881
H: 4.291480 3.579558 -2.595865  0.373
H: 3.874035 3.476962 -0.882219  0.232
H: 2.764262 4.248854 -2.012313  0.217
H: 4.752154 0.533311 -2.740475  0.409
H: 3.543707 -0.574799 -2.076669  0.219
H: 4.433354 0.502996 -1.001971  0.268
H: 2.967294 1.767872 -4.685780  0.397
H: 1.469100 2.599011 -4.254651  0.273
H: 1.526833 0.836603 -4.257390  0.270
H: 2.793931 3.898871 1.243461  0.267
H: 2.339576 3.561255 2.917797  0.351
H: 1.129757 4.146310 1.771267  0.241
H: 4.099454 1.370818 1.436839  0.321
H: 3.304788 -0.196949 1.368417  0.330
H: 3.373711 0.682957 2.893649  0.455
H: -0.381559 1.910698 2.928125  0.322
H: 0.709200 0.664310 3.538152  0.474
H: -0.348141 0.323201 2.165932  -0.242
H: 0.289562 5.026665 -0.060412  0.231
H: -0.926871 5.508187 -1.246930  0.367
H: 0.658393 4.945416 -1.782877  0.234
H: -1.884223 3.082919 1.126302  0.288
H: -2.723311 1.971776 0.049875  -0.186
H: -2.973096 3.715291 -0.112650  0.477
H: -0.755575 3.205342 -3.614390  0.256
H: -2.401250 3.436947 -3.015953  0.400
H: -1.722421 1.810944 -3.133595  -0.003
C: 1.161860 -3.157303 2.907831  -1.845
C: 0.188908 -2.788671 1.776783  2.428
C: -0.479563 -4.055171 1.240586  -1.366
C: 0.926474 -2.028586 0.692273  -0.302
H: 0.637424 -3.640957 3.736623  0.444
H: 1.663483 -2.264352 3.288119  0.294
H: 1.926201 -3.843649 2.533607  0.402
H: -0.583285 -2.138549 2.204918  -0.949
H: 0.260368 -4.684294 0.738546  0.423
H: -1.258622 -3.801629 0.518366  0.075
H: -0.927828 -4.636161 2.051274  0.467
H: 1.733848 -2.621054 0.266101  0.381
H: 1.333501 -1.095170 1.088117  -0.830

Forces on the atoms, in the same order (eV/Å):
Fe 1.7 -1.1 0.5
Te -1.3 0.1 0.1
C 0.3 0.0 0.2
C 0.1 -0.2 -0.1
C -0.1 0.1 0.1
C 0.0 0.0 0.0
C 0.0 0.0 0.1
C 0.0 0.1 -0.2
H -0.1 0.0 0.0
H 0.0 0.0 0.0
H 0.0 0.0 0.0
H 0.0 0.0 0.0
H 0.0 0.0 0.0
Cl -0.2 0.2 -0.2
C 0.4 -0.1 0.0
C -0.8 0.2 -0.1
C 0.1 0.3 0.0
Cl 0.2 -0.1 0.0
C -0.1 -0.1 -0.1
Cl 0.0 0.0 0.1
C 0.1 0.1 0.0
Cl 0.0 0.0 0.0
C -0.1 -0.1 0.0
Cl 0.1 0.0 0.0
C -0.2 -0.1 0.1
Si 0.3 0.0 -0.2
C -0.2 0.0 0.1
C -0.1 -0.1 0.2
Si 0.2 0.6 0.0
Si 0.0 0.0 0.4
C -0.2 -0.1 -0.3
C -0.1 -0.1 -0.3
C 0.1 0.0 -0.2
Si -0.3 0.2 -0.2
C 0.2 -0.2 0.0
C 0.2 -0.2 0.0
C 0.1 -0.1 0.1
H 0.0 -0.1 0.0
H 0.0 0.0 0.0
H 0.0 0.0 0.0
H 0.0 0.1 0.0
H 0.0 0.0 0.0
H 0.0 0.0 0.0
H 0.1 0.0 0.1
H 0.0 0.0 0.0
H 0.0 0.0 0.0
H 0.0 0.0 0.0
H 0.0 -0.1 0.0
H 0.0 0.0 0.0
H 0.0 0.0 0.0
H 0.0 0.0 0.0
H -0.1 0.1 0.0
H 0.0 0.0 0.0
H 0.0 0.0 0.0
H 0.0 0.0 0.1
H 0.0 0.0 0.0
H -0.1 -0.1 0.0
H 0.0 0.0 0.0
H 0.0 0.0 0.0
H 0.0 0.0 0.0
H 0.1 0.0 -0.1
H 0.0 0.0 0.0
H 0.0 0.0 0.1
H 0.0 0.0 0.0
C -0.1 0.1 -0.1
C 0.0 -0.2 0.0
C 0.0 0.2 0.0
C -0.4 0.7 0.0
H 0.0 0.0 0.0
H 0.0 0.0 0.0
H 0.0 0.0 0.0
H 0.2 0.0 -0.1
H 0.0 0.0 0.0
H 0.0 -0.1 0.0
H 0.0 0.0 0.0
H -0.1 0.1 -0.2
H 0.1 -0.1 0.1

Net charge ... -1
Total energy ... -5967.94841 Eh
⟨S²⟩ ... 8.7689
Max |F| ... 2.11 eV/A
HOMO-LUMO gap (spin up / spin down) ... 6.88 / 6.98 eV
Energy relative to the best compared isomer or geometry (same formula, charge and spin) ... 1.286 eV
Multiplicity ... 6
LUMO (spin up / spin down) ... 0.089 / 0.072 Ha
E_HOMO (spin up / spin down) ... -4.46 / -5.02 eV